Formula: C13H10Cl5NY
Source: the OMol25 dataset
Level of theory: ωB97M-V/def2-TZVPD

Values from the calculation:
- Gap between HOMO and LUMO (spin up / spin down): 6.4 / 6.4 eV
- Charge: -1

XYZ file:
```
30
Properties=species:S:1:pos:R:3:forces:R:3
Y 0.64128 -0.78691 0.01500 -0.179 4.345 -2.086
Cl -3.08465 3.04769 -2.87643 -0.086 0.088 -0.013
Cl -1.17101 0.53077 -2.70113 -0.084 -0.110 -0.090
Cl -3.58806 4.81636 -0.30869 0.039 -0.050 -0.015
Cl -2.17366 4.07472 2.41532 -0.072 0.057 -0.076
Cl -0.24416 1.57420 2.55450 -0.353 0.256 -0.053
N 1.91578 0.62466 0.45830 -4.618 -4.643 -2.422
C -1.45113 1.51634 -1.28351 -0.892 1.976 1.419
C -1.89997 3.11218 1.00473 0.488 -0.892 -0.817
C -0.83041 1.20666 -0.08474 -0.496 -0.854 -0.201
C -1.03368 1.97858 1.04720 -1.264 1.303 -0.871
C -2.54057 3.44246 -0.22263 0.724 -1.003 -0.041
C 1.53732 -2.48462 1.49408 -1.654 -0.726 0.531
C 1.63040 -1.44139 -2.04665 0.268 -0.463 -1.338
C -0.57501 -2.77787 0.54172 0.622 -0.846 1.676
C -2.31655 2.64336 -1.37969 0.637 -0.321 0.855
C 0.60091 -1.67410 2.23252 -0.656 -2.016 -0.325
C 0.81176 -3.16265 0.45137 -0.772 -0.257 1.602
C 2.27543 -0.25481 -1.84029 0.782 0.806 -0.356
C -0.70844 -1.85952 1.64437 1.035 -1.727 0.646
H 3.32232 -0.21941 -1.52785 -0.465 0.012 -0.275
H 2.59727 -2.54762 1.67750 0.019 0.077 -0.046
H 1.22684 -3.84978 -0.26564 0.023 -0.019 -0.072
H -1.61150 -1.36701 1.95368 -0.142 0.126 0.026
H 1.83499 0.69959 -2.16424 0.321 -0.573 0.143
H 0.64061 -1.46828 -2.53584 0.641 -0.056 0.151
H 2.58751 1.15791 0.69351 6.335 5.064 2.189
H -1.36711 -3.10600 -0.11130 -0.066 -0.004 -0.068
H 2.13892 -2.39633 -1.89356 -0.189 0.342 -0.055
H 0.83460 -1.02918 3.05838 0.053 0.106 -0.018
```
Forces are in eV/Å.